Entry from the OMol25 dataset: an isolated ion of composition C6H13Br2N2 and charge +1 in a non-equilibrium geometry (ωB97M-V/def2-TZVPD).

Each atom is followed by the atoms it is bonded to, with distances in Å.
Positions of all 23 atoms, in Å:
1 N -0.720 -1.281 1.877  C2 1.385, H11 1.062, H12 1.018
2 C 0.244 -1.126 0.895  N1 1.385, N3 1.719, C4 1.605, H13 1.102
3 N 1.677 -1.072 1.842  C2 1.719, H14 1.082, H15 1.061, H16 1.032
4 C -0.081 0.288 0.211  C2 1.605, C5 1.530, C9 1.589, H17 1.077
5 C 0.979 0.416 -0.884  C4 1.530, Br6 1.826, C7 1.652, H18 1.094
6 Br 2.682 0.914 -0.449  C5 1.826
7 C 0.251 1.303 -2.073  C5 1.652, C8 1.578, H19 1.112, H20 1.112
8 C -1.176 1.580 -1.459  C7 1.578, C9 1.516, H21 1.068, H22 1.185
9 C -1.363 0.265 -0.728  C4 1.589, C8 1.516, Br10 1.965, H23 1.095
10 Br -3.140 0.110 0.096  C9 1.965
11 H -1.098 -2.186 2.283  N1 1.062
12 H -1.378 -0.564 2.176  N1 1.018
13 H 0.348 -2.028 0.270  C2 1.102
14 H 1.353 -1.141 2.872  N3 1.082
15 H 2.344 -0.311 1.525  N3 1.061
16 H 2.292 -1.875 1.637  N3 1.032
17 H -0.027 1.045 0.976  C4 1.077
18 H 0.951 -0.593 -1.304  C5 1.094
19 H -0.074 0.563 -2.836  C7 1.112
20 H 0.890 2.139 -2.433  C7 1.112
21 H -1.499 2.280 -0.719  C8 1.068
22 H -1.935 1.824 -2.335  C8 1.185
23 H -1.519 -0.551 -1.440  C9 1.095

Values from the calculation:
- Charge: +1
- Energy above the lowest of the compared OMol25 structures with the same formula, charge and spin: 48.1 kcal per mole
- Total energy: -5493.6558 Ha
- E_LUMO: -3.0 eV
- Strongest force on any atom: 0.086 hartree/bohr
- HOMO level: -13.3589 eV
- SMILES: N[C@H]([NH3+])[C@H]1[C@H](Br)CC[C@@H]1Br
- Gap between HOMO and LUMO: 10.35 eV